122
Properties=species:S:1:pos:R:3:forces:R:3:mulliken_spin:R:1 method="wB97M-V/def2-TZVPD" spin_multiplicity=2 homo_ev="-6.57 / -6.57" energy_ev=-146008.4581 mol_weight_g_mol=880.10 max_force_ha_per_bohr=0.014 homo_lumo_gap_ev="7.01 / 5.95" lumo_ev="0.4 / -0.6"
Fe -0.44922 -1.01805 0.65006 -0.14 -0.41 0.17 0.03
N -0.53023 -1.11494 2.78390 -0.03 0.01 0.00 0.00
C -1.11794 -0.15886 3.76199 0.00 -0.01 -0.01 0.00
C -2.48916 0.35944 3.36294 0.02 -0.01 0.00 0.00
C -3.51352 -0.74472 3.07498 0.00 0.02 -0.02 0.00
C -3.86325 -0.86768 1.59731 -0.04 -0.26 0.07 0.00
N -2.69393 -1.03223 0.71064 0.39 0.59 -0.11 0.00
H -1.05110 -1.98402 2.86255 0.03 -0.02 0.01 0.00
H 0.40689 -1.33598 3.10626 0.02 0.03 0.00 0.00
H -0.43486 0.67935 3.86715 0.03 0.00 -0.01 0.00
H -1.18827 -0.65580 4.73675 0.00 0.01 0.00 0.00
H -2.37319 1.00666 2.49392 0.01 0.03 -0.01 0.01
H -2.83308 1.00024 4.17724 -0.01 -0.02 0.01 0.00
H -4.44547 -0.55231 3.61124 0.00 0.01 0.00 0.00
H -3.14858 -1.70356 3.45625 -0.02 0.00 0.00 0.00
H -4.43226 0.02027 1.30185 -0.01 -0.02 -0.01 0.00
H -4.52365 -1.72625 1.44954 0.00 -0.01 0.01 0.00
H -2.38958 -0.09364 0.44809 -0.26 0.03 -0.12 0.00
H -2.96832 -1.46230 -0.16118 -0.01 -0.05 0.01 0.00
C 3.53410 2.22339 3.96491 0.02 -0.05 0.01 0.00
Si 4.40567 1.82584 2.35907 0.04 0.03 -0.02 0.00
C 4.56946 3.36196 1.30831 -0.03 -0.01 -0.02 0.01
C 6.11021 1.17465 2.79905 0.01 0.00 -0.03 0.00
C 3.56745 0.45461 1.34068 0.00 -0.01 0.03 0.00
C 4.34817 -0.41130 0.58576 -0.02 -0.04 0.09 0.00
C 3.75709 -1.38314 -0.21098 0.00 0.00 -0.01 0.00
C 2.38995 -1.52701 -0.16045 0.00 0.03 -0.02 0.00
N 1.59490 -0.74046 0.57897 0.05 0.02 -0.04 -0.01
C 2.17560 0.27898 1.23627 -0.04 0.06 -0.05 -0.01
S 1.11796 1.50934 1.91009 0.02 -0.02 0.01 -0.01
H 4.21521 2.82197 4.57678 0.00 -0.01 0.00 0.00
H 3.29040 1.32206 4.53280 -0.01 0.00 -0.01 0.00
H 2.62013 2.79941 3.82370 -0.01 0.03 0.00 0.00
H 5.13852 4.12779 1.84101 0.00 0.00 0.00 0.00
H 3.58726 3.77791 1.07874 -0.02 -0.03 0.04 0.00
H 5.08214 3.14754 0.36780 0.01 0.00 0.00 0.00
H 6.63096 1.91954 3.40519 0.00 0.00 0.01 0.00
H 6.73740 0.97282 1.92884 -0.01 0.01 -0.01 0.00
H 6.04164 0.25696 3.38750 0.01 0.00 0.00 0.00
H 5.42773 -0.31919 0.59788 0.00 0.01 0.00 0.00
H 4.34338 -2.03772 -0.84088 0.00 0.00 0.00 0.00
H 1.89627 -2.29982 -0.73372 -0.01 0.00 -0.01 0.00
C 2.05902 -3.61660 2.05634 0.00 -0.01 0.01 0.00
C 0.85863 -4.37305 1.48563 0.00 0.02 -0.01 0.00
C 1.35536 -5.69009 0.89104 -0.01 -0.01 0.00 0.00
P -0.33715 -3.35910 0.45087 0.00 -0.04 -0.03 0.00
C -1.82870 -4.46344 0.69677 0.03 -0.01 0.05 0.00
C -2.90473 -4.30973 -0.37523 -0.02 0.01 -0.02 0.00
C -2.44982 -4.29500 2.08278 0.01 -0.02 -0.03 0.00
C -0.04115 -3.51397 -1.31927 -0.02 0.03 0.00 0.00
C 0.19506 -4.71477 -1.99856 0.02 0.01 -0.01 0.00
C 0.26505 -4.79521 -3.37540 0.00 -0.01 0.02 0.00
C 0.50452 -6.10033 -4.08691 0.00 0.00 0.00 0.00
C 0.06585 -3.60392 -4.08445 -0.01 0.00 0.00 0.00
C -0.20886 -2.41107 -3.46016 0.00 -0.01 -0.03 0.00
C -0.29229 -2.31113 -2.04266 0.05 -0.01 0.01 0.00
N -0.59397 -1.15799 -1.39576 0.03 0.07 0.02 0.00
C -0.96696 -0.06169 -2.23283 -0.02 -0.01 -0.05 0.00
C -0.01405 0.88125 -2.67064 -0.06 -0.04 0.01 0.00
C 1.44297 0.71429 -2.35495 -0.02 -0.03 -0.01 0.00
C -0.41346 1.95751 -3.44810 0.00 0.00 0.01 0.00
C -1.73490 2.13845 -3.84436 0.04 0.03 0.01 0.00
C -2.13389 3.32140 -4.68415 0.00 0.00 0.00 0.00
C -2.64676 1.17004 -3.47254 -0.03 -0.01 0.03 0.00
C -2.28351 0.06722 -2.69736 0.01 0.01 0.00 0.00
C -3.33404 -0.99302 -2.47323 0.01 0.02 -0.02 0.00
H 2.44633 -4.15576 2.92396 0.01 -0.01 -0.01 0.00
H 1.81945 -2.60059 2.36475 0.01 -0.01 0.01 0.00
H 2.86652 -3.55053 1.32767 -0.01 0.00 0.02 0.00
H 0.21529 -4.62668 2.33499 0.00 0.02 0.02 0.00
H 1.99248 -5.50896 0.02475 0.00 0.00 0.00 0.00
H 0.54778 -6.35845 0.59236 0.00 0.00 -0.01 0.00
H 1.95471 -6.21685 1.63778 -0.01 0.00 0.00 0.00
H -1.42895 -5.48012 0.61718 0.00 0.00 -0.02 0.00
H -3.49823 -3.40823 -0.21536 0.01 0.01 0.00 0.00
H -3.59542 -5.15466 -0.32481 0.00 0.00 0.01 0.00
H -2.48575 -4.27465 -1.38036 0.00 -0.01 0.00 0.00
H -2.88128 -3.29918 2.17618 -0.01 0.00 0.00 0.00
H -1.73674 -4.43922 2.89703 0.00 0.00 0.01 0.00
H -3.25360 -5.02002 2.22968 -0.01 0.00 0.00 0.00
H 0.31457 -5.62816 -1.43103 0.00 -0.01 0.01 0.00
H 0.92776 -6.84429 -3.41091 0.00 0.00 0.00 0.00
H 1.19785 -5.97697 -4.92087 0.01 0.00 0.00 0.00
H -0.42137 -6.51457 -4.49442 0.00 0.00 -0.01 0.00
H 0.12128 -3.62078 -5.16868 0.00 0.00 0.00 0.00
H -0.36895 -1.52358 -4.05857 0.00 -0.01 0.00 0.00
H 1.64141 0.98995 -1.31941 0.01 -0.02 0.02 0.00
H 2.04703 1.34854 -3.00527 0.00 0.00 0.01 0.00
H 1.75652 -0.32163 -2.49224 0.00 0.01 -0.01 0.00
H 0.33833 2.67019 -3.77420 0.01 0.00 0.00 0.00
H -1.55941 3.35721 -5.61178 0.00 0.00 0.00 0.00
H -1.95397 4.25960 -4.15545 0.00 0.01 0.00 0.00
H -3.19166 3.28132 -4.94403 0.00 0.00 0.00 0.00
H -3.67465 1.24816 -3.81526 0.00 0.00 0.00 0.00
H -3.90871 -1.14071 -3.38865 0.01 -0.01 0.00 0.00
H -4.05079 -0.70082 -1.70026 -0.02 0.00 -0.01 0.00
H -2.89012 -1.95066 -2.20635 0.00 -0.01 0.02 0.00
C 1.51949 4.02109 -1.13787 0.03 0.00 0.03 0.16
C 1.85056 5.32062 -0.43018 0.01 0.07 -0.08 -0.01
C 1.33544 6.54400 -1.16474 0.02 0.00 0.00 0.01
O 1.38437 5.33374 0.94443 -0.06 -0.03 0.05 0.09
P 0.01986 4.65442 1.43782 -0.02 -0.02 0.08 0.38
S -0.08974 4.64759 3.37445 -0.01 0.03 -0.04 0.30
S -0.46843 1.32757 0.60728 0.00 0.07 -0.02 0.01
O -1.07510 5.52685 0.63629 0.02 0.04 -0.02 0.13
C -2.41997 5.08503 0.30379 -0.02 -0.01 0.01 0.02
C -2.37866 4.27415 -0.97666 0.04 -0.02 -0.03 -0.04
C -3.09393 4.34575 1.44313 0.03 0.00 -0.01 0.02
H 2.03477 3.99434 -2.09955 0.01 0.00 -0.01 0.00
H 0.44937 3.92635 -1.32762 -0.02 0.00 -0.01 -0.01
H 1.82982 3.15461 -0.55205 0.03 0.04 0.01 -0.10
H 2.93319 5.40490 -0.31495 -0.02 -0.01 -0.02 0.00
H 0.26359 6.46906 -1.34228 -0.01 -0.01 0.00 0.00
H 1.84764 6.63146 -2.12474 -0.01 0.00 -0.01 0.00
H 1.52850 7.44606 -0.58476 0.01 0.00 0.00 0.00
H -2.94137 6.02749 0.12639 0.00 0.00 0.00 0.00
H -1.80632 3.35401 -0.83448 0.00 0.01 0.00 0.03
H -1.92320 4.85181 -1.78314 0.00 -0.02 0.02 0.00
H -3.38942 3.99664 -1.28217 -0.01 0.03 0.00 0.00
H -2.60220 3.38741 1.62154 0.00 -0.02 0.02 -0.01
H -4.13451 4.15630 1.17282 0.00 0.00 0.00 0.00
H -3.06656 4.92802 2.36321 0.00 -0.02 -0.01 0.00